A 3-piece molecular cluster, C4H13NO2 overall in a non-equilibrium geometry, computed with ωB97M-V/def2-TZVPD.

```
! wB97M-V def2-TZVPD RIJCOSX def2/J DEFGRID3
* xyz 0 1
C 1.88 -2.75 0.72
C 1.40 -1.34 0.77
C 0.12 -0.98 0.67
N -0.29 0.37 0.48
C -1.60 0.73 1.06
H 2.94 -2.85 0.56
H 1.28 -3.34 0.02
H 1.67 -3.03 1.76
H 2.06 -0.49 0.89
H -0.80 -1.58 0.67
H 0.42 1.02 0.85
H -1.58 0.66 2.15
H -2.28 0.17 0.43
H -1.83 1.76 0.73
O -0.48 0.85 -2.17
H -0.63 -0.01 -2.56
H -0.35 0.62 -1.20
O -0.73 3.62 -1.63
H -0.75 2.65 -1.69
H -0.46 3.92 -2.50
*
```

Calculated values
* SMILES: C/C=C/NC.O.O
* relative energy (zero: lowest compared OMol25 entry of this formula, charge and spin): 30.2 kcal/mol
* largest force on an atom: 0.0327 Eh/bohr
* LUMO: 0.876 eV
* molecular weight: 107.15 g mol⁻¹